Formula: C57H51InN5P2
Source: the OMol25 dataset
Level of theory: ωB97M-V with the def2-TZVPD basis set

XYZ file:
```
116
Properties=species:S:1:pos:R:3:lowdin_charge:R:1
H -0.01503 0.95743 -5.13890 0.09
C -2.30166 2.96217 3.22152 -0.18
H 1.76820 5.75855 -0.09328 0.08
C 1.41724 -0.15577 5.31954 -0.15
C -3.94654 -2.37750 0.61967 0.00
C 0.09012 -3.07181 -3.56932 -0.23
C -2.77385 -1.06831 -1.00515 -0.15
C 2.11175 0.61424 4.11336 -0.10
C -3.24291 -3.48060 0.17545 -0.03
C 4.69587 -3.29633 2.73275 -0.10
C 2.12042 -3.67251 0.96019 -0.27
C 1.07690 -5.26619 -0.76273 -0.06
C -3.31257 1.33020 -3.51877 -0.18
H 1.20184 -3.24930 3.74835 0.14
H -4.20950 3.02197 -2.40830 0.15
C 1.17195 0.79108 2.97733 -0.19
H -2.73572 0.69494 -6.82809 0.11
H -5.38955 -0.15985 1.03637 0.12
H 1.88266 2.35509 -5.74378 0.11
C 3.50296 0.09175 -3.82124 -0.07
N 0.90822 -0.47101 2.38716 -0.04
H -0.18843 1.82715 -1.76562 0.14
C -1.69875 -0.67346 -3.93615 -0.28
C 0.57280 4.04114 -0.63431 -0.17
C -2.04613 3.41170 1.80833 -0.12
H 0.82789 5.08633 1.24723 0.07
H -3.37037 -4.44803 0.64011 0.11
C 2.04389 1.49685 -5.10407 -0.07
N -1.92843 1.25262 -0.69123 0.13
C -3.13760 4.06863 1.13200 -0.03
C -2.39456 -3.33259 -0.91268 -0.10
C 3.31493 1.19794 -4.63834 -0.08
C 2.07126 -1.46785 4.81129 -0.11
H -4.24087 0.75477 -3.37772 0.17
C 1.42177 -3.98093 -0.32980 -0.41
H -0.80705 -3.51992 -3.99912 0.10
C -3.09345 1.64909 3.24878 -0.08
C 1.13370 -0.40151 -3.91797 -0.34
C -0.93697 3.01869 1.07378 -0.20
C -0.07415 -0.17077 5.34249 -0.01
P 2.85375 -1.96393 1.04819 1.06
H -2.87289 3.73722 3.73692 0.12
C 0.96053 0.70369 -4.74948 -0.08
H -0.58845 0.28256 6.18110 0.11
H 5.47734 -0.95866 0.41318 0.10
C -4.56975 0.01156 0.34882 -0.02
H -4.06443 1.77028 2.77079 0.07
C -3.72806 -1.13006 0.02782 -0.13
H -5.15097 1.99078 -0.11713 0.12
C -2.73687 0.58795 -5.74961 -0.08
C 0.81386 5.30983 0.17945 -0.07
C -3.33178 2.37740 -2.37120 -0.10
H 0.88827 -3.08490 -4.31701 0.10
H 6.09636 -4.28473 4.01135 0.11
C 1.27448 -2.16791 3.68822 -0.11
H 4.49547 -0.15246 -3.46492 0.11
H 1.25053 -6.18436 -0.22246 0.10
H -3.59142 2.49649 -5.42659 0.11
H -3.25776 1.32807 4.27808 0.07
C 7.06359 -2.88184 2.70460 -0.07
H -0.62177 -1.96460 2.56851 0.14
H -1.63950 5.20638 -1.42397 0.15
H 0.06746 -5.88226 -2.65194 0.11
H 4.15471 1.82062 -4.91684 0.11
N -0.06255 2.08185 1.42897 0.16
H -4.67770 -2.47209 1.41355 0.12
H 1.83625 0.16791 6.26983 0.14
C -0.74368 -0.74731 4.34617 -0.02
H 2.93042 -4.39158 1.08306 0.09
H 8.05315 -3.08787 3.08992 0.11
C 2.08979 -1.36178 2.63618 -0.44
C 0.47544 -5.11301 -2.01326 -0.07
C 6.89018 -1.94628 1.69789 -0.07
C -2.05618 -0.60334 -5.22713 -0.07
C -1.95075 4.23138 -1.03692 -0.15
H 0.66087 4.26592 -1.70198 0.13
C 0.55791 1.94366 2.59883 -0.08
H -1.82454 -0.79096 4.32961 0.10
H 2.67532 1.50058 4.39324 0.15
C -2.45386 0.24615 -1.60739 -0.24
H 3.84333 -3.81869 3.15113 0.11
N -2.17095 -2.15658 -1.48845 0.07
N 1.05896 -3.05401 -1.25704 -0.12
H -1.24929 1.13117 -3.13338 0.12
H -1.37609 2.82361 3.77433 0.09
H 1.42783 -3.81677 1.79337 0.08
C -3.30779 1.42103 -1.16144 -0.25
H 2.57031 -1.54634 -2.79595 0.09
C 4.51533 -2.36429 1.71152 -0.38
H 0.03032 6.04734 -0.00309 0.08
H 0.69110 2.81233 3.24476 0.14
In 0.65344 -1.04340 -0.34420 0.90
C -3.19336 1.58897 -4.98862 -0.02
C 5.61941 -1.68791 1.20168 -0.10
C 2.89599 -0.67674 3.76805 -0.11
C -1.09015 2.26799 -1.32538 -0.19
H 7.74491 -1.41660 1.29831 0.11
H -2.54557 0.87237 2.71151 0.06
H 2.52288 -2.11785 5.55535 0.15
H 1.33425 3.29436 -0.39033 0.12
C -4.43109 1.19493 -0.25592 0.02
C 0.01918 -1.38988 3.23980 -0.17
H -1.86900 -4.18268 -1.33392 0.11
C 5.96439 -3.55545 3.22269 -0.06
H 3.98018 -0.65935 3.73689 0.14
C 0.50445 -3.74819 -2.29872 -0.43
P -0.21573 -1.35201 -3.08902 1.05
C -0.80389 3.43097 -0.36855 -0.30
H -1.73871 -1.35323 -5.94174 0.11
C 2.42137 -0.69120 -3.45183 -0.12
C -2.02372 3.15975 -2.18781 -0.09
C -3.13836 4.42603 -0.16366 -0.02
H -1.60870 3.51855 -3.13020 0.16
H -4.00915 4.90892 -0.59355 0.12
H -4.03057 4.25087 1.72146 0.12
C -2.12860 0.47353 -3.07359 -0.23
```

Output
- energy above the lowest of the compared OMol25 structures with the same formula, charge and spin (kJ/mol) = 800.5
- charge = +1
- energy (eV) = -91126.324
- spin multiplicity = 1
- orbital gap (alpha / beta) (eV) = 4.920 / 5.986
- HOMO energy (alpha / beta) (eV) = -9.43 / -9.44
- lowest unoccupied orbital energy (alpha / beta) (eV) = -4.51 / -3.45

=====

Formula: C5H13AuO3
Source: the OMol25 dataset
Level of theory: ωB97M-V with the def2-TZVPD basis set

XYZ file:
```
22
Properties=species:S:1:pos:R:3:lowdin_charge:R:1
C -2.50779 -0.44498 0.15110 0.01
H 1.21319 -2.97918 -0.01392 0.14
H -3.20298 0.20235 0.70514 0.13
O 1.00137 -0.96614 -0.41891 -0.35
O 1.15830 1.67628 -0.33854 -0.33
H 0.06978 -2.12192 1.03688 0.11
C -1.55817 1.76489 -0.53768 -0.01
Au 0.09266 0.40638 -1.29445 1.35
H 3.06380 0.91723 -0.81463 0.16
C 2.34064 0.98806 0.01461 -0.19
H -3.08381 -1.01042 -0.59434 0.14
H -1.45683 2.84495 -0.71973 0.17
C 1.95226 -0.39999 0.49059 -0.12
H 1.43941 -0.29926 1.46181 0.16
O -1.54187 0.31788 -0.52872 -0.39
H -1.96768 -1.01425 0.91943 0.11
H -2.64979 1.92836 -0.54517 0.13
H 2.85163 1.50717 0.84008 0.16
C 0.43601 -2.20403 0.00300 0.00
H -0.48364 -2.41458 -0.55268 0.11
H 0.01300 2.36984 0.16479 0.35
H 2.82050 -1.06866 0.57134 0.17
```

Output
- energy above the lowest of the compared OMol25 structures with the same formula, charge and spin (kJ/mol) = 768.1
- charge = +2
- energy (eV) = -15197.618
- spin multiplicity = 3
- orbital gap (alpha / beta) (eV) = 8.277 / 6.752
- HOMO energy (alpha / beta) (eV) = -17.81 / -18.29
- lowest unoccupied orbital energy (alpha / beta) (eV) = -9.54 / -11.54
- expectation value of S² = 2.01

=====

Formula: C5H7NO
Source: the OMol25 dataset
Level of theory: ωB97M-V with the def2-TZVPD basis set

XYZ file:
```
14
Properties=species:S:1:pos:R:3:lowdin_charge:R:1
H -2.06245 0.95404 -0.25358 0.09
C -0.47194 -0.38090 -0.03906 -0.28
H -2.54070 -0.53242 0.55932 0.09
C 0.79527 0.24401 -0.15014 -0.29
O 0.94176 -1.85914 -0.90738 -0.04
H -1.62499 0.71532 1.44590 0.08
N 1.08976 1.51134 0.36191 0.10
H 0.32395 2.15625 0.21892 0.08
H 1.94216 1.90393 -0.00799 0.09
C -1.73896 0.21143 0.48255 -0.04
C 1.58625 -0.69337 -0.74632 -0.07
H -0.44230 -1.78807 0.67507 0.16
H 2.61447 -0.65132 -1.08383 0.13
C -0.38101 -1.70495 -0.45986 -0.10
```

Output
- energy above the lowest of the compared OMol25 structures with the same formula, charge and spin (kJ/mol) = 311.3
- energy (eV) = -8832.977
- structure (SMILES) = Cc1cocc1N
- spin multiplicity = 1
- orbital gap (eV) = 9.029
- HOMO energy (eV) = -8.24
- lowest unoccupied orbital energy (eV) = 0.79

=====

Formula: C9H14N3S
Source: the OMol25 dataset
Level of theory: ωB97M-V with the def2-TZVPD basis set

XYZ file:
```
27
Properties=species:S:1:pos:R:3:lowdin_charge:R:1
H 3.50958 1.00322 -2.21942 0.13
H -4.98720 -1.25335 -0.25617 0.04
H -0.27418 1.78023 -2.34912 0.20
S -0.99924 -1.57677 -0.80016 1.18
H -2.39789 -1.76096 -0.56867 0.03
H -2.23708 -0.26362 1.89208 0.10
H 1.07076 -2.40873 0.68984 0.07
C -1.30619 -0.69421 1.84476 -0.13
H -0.81495 -0.20280 3.83148 0.08
C -0.16404 0.78190 -1.70700 -0.21
H -2.91535 0.77728 -1.62660 0.00
H 1.28749 0.02117 -0.46576 0.11
C -4.19091 -0.72761 -0.68551 -0.01
C 0.69784 -1.35454 2.62306 -0.04
H 1.92368 2.34705 0.12739 0.18
N -1.07371 -0.12471 -1.52816 -0.30
H 4.17509 1.97487 -0.81230 0.08
H 1.58937 2.47478 -1.82275 0.13
C -0.54279 -0.67448 2.96628 -0.02
H 1.58769 -1.54610 3.21397 0.11
N -0.66457 -1.43708 0.89962 -0.34
C -3.69023 0.25182 -1.16638 0.03
H 3.56709 0.54377 -0.32359 0.10
C 0.56753 -1.87529 1.37888 -0.14
C 1.95486 1.83142 -0.96926 -0.27
C 3.33681 1.34879 -1.10239 -0.12
N 0.99055 0.76396 -1.06415 0.01
```

Output
- energy above the lowest of the compared OMol25 structures with the same formula, charge and spin (kJ/mol) = 456.0
- charge = +1
- energy (eV) = -24853.072
- spin multiplicity = 1
- orbital gap (eV) = 9.106
- HOMO energy (eV) = -12.64
- lowest unoccupied orbital energy (eV) = -3.53

=====

Formula: C25H43BrN3NdOP
Source: the OMol25 dataset
Level of theory: ωB97M-V with the def2-TZVPD basis set

XYZ file:
```
75
Properties=species:S:1:pos:R:3:lowdin_charge:R:1
H 2.39013 4.56238 -2.22871 0.10
H -3.09748 -3.06258 2.05738 0.10
C -0.15584 2.54495 -4.53610 -0.10
C -2.38398 1.76590 1.05647 -0.24
H -3.33848 4.03549 3.37274 0.13
H 0.89433 2.68433 0.65327 0.05
H 2.64217 -0.33773 3.49966 0.10
H 2.82076 -1.36910 2.03792 0.08
H -1.38114 -0.53110 -3.49526 0.05
H -5.76986 -1.69943 -0.69416 0.09
H 3.07833 -3.92503 -0.08203 0.14
C -0.82634 1.84901 2.80102 -0.09
H 0.02533 1.35557 3.26067 0.11
H 1.54467 -3.62435 1.70471 0.15
H 1.96426 4.05942 0.20051 0.11
H -3.19147 -0.95736 -1.02817 -0.10
C 3.61167 -2.28322 -1.42587 0.00
H -1.19911 3.20439 4.40460 0.13
C -0.88132 1.57202 -3.58256 -0.68
C -3.10380 2.81554 1.63375 -0.62
C -2.10771 -3.28446 1.62945 -0.09
H -0.76708 4.59441 -2.21012 0.08
H -0.66864 -3.59188 3.21653 0.14
P -0.07129 1.57939 -1.84183 1.03
C -0.78930 0.13320 -4.13638 -0.09
C 1.92527 3.60407 -2.50830 -0.08
H 0.32176 5.28388 -0.98134 0.10
H 0.16506 -3.77452 0.66098 0.14
H -0.63811 2.50275 -5.53087 0.10
N 1.15675 -1.18445 -0.55606 -0.03
H -0.25158 3.57528 -4.18559 0.07
H 2.72938 2.85842 -2.53905 0.08
C 1.89710 -0.53823 -1.53038 -0.30
H -2.72291 2.13591 -4.56632 0.10
H -4.79602 -2.12722 -2.12796 0.09
H -4.88840 -3.21748 -0.72851 0.08
C -0.20829 4.36711 -1.29260 -0.08
C 1.62228 -2.36131 -0.04995 -0.26
Nd -1.08618 -0.48960 0.18905 1.73
C -1.55300 2.84051 3.44442 0.00
O -3.70085 -1.58745 -0.37869 -0.35
H -2.77100 1.20399 0.19020 0.04
H -1.48573 -2.05117 3.30862 0.12
N -1.17389 1.40522 1.56380 -0.15
H -1.99593 -4.37297 1.54600 0.10
C 0.93761 -1.55600 3.07006 -0.23
H 4.56233 -2.73179 -1.73804 0.14
C -1.06031 -2.77611 2.60016 -0.25
C 2.13528 -0.74407 2.62397 -0.06
H -2.96446 1.25856 -3.01422 0.04
C 0.83906 3.24551 -1.46101 -0.66
C 1.57691 3.07009 -0.11843 -0.10
H 1.26678 -2.40659 3.69930 0.14
H -2.47043 2.97489 -3.00962 0.07
H 0.26566 -0.94249 3.68658 0.11
Br -4.66421 3.50044 0.75572 0.82
C -4.83995 -2.16780 -1.02810 -0.12
H 0.90681 2.30852 -4.68948 0.08
H -0.92872 4.11401 -0.49710 0.07
C 3.15988 -1.06859 -1.91406 0.02
C -2.36098 2.01669 -3.52573 -0.10
C 1.38710 0.62114 -2.18246 -0.21
N 0.08642 -2.08202 1.95127 -0.29
C 0.85724 -3.02472 1.07866 -0.12
H 3.76980 -0.48584 -2.59460 0.13
H 1.56564 3.74919 -3.52695 0.05
C 2.80097 -2.95010 -0.49941 0.01
H -1.21830 0.11718 -5.15860 0.11
H 1.86385 0.10756 1.99017 0.06
H 0.25329 -0.23448 -4.17962 0.08
H -2.47905 -0.02203 -1.56814 -0.04
C -2.72080 3.32382 2.85474 -0.05
H -2.15537 -2.88036 0.59667 0.03
H 2.02772 0.99128 -2.99009 0.09
H 2.42794 2.37511 -0.21148 0.08
```

Output
- charge = +2
- energy (eV) = -127733.161
- spin multiplicity = 5
- orbital gap (alpha / beta) (eV) = 7.408 / 6.687
- HOMO energy (alpha / beta) (eV) = -13.71 / -13.94
- lowest unoccupied orbital energy (alpha / beta) (eV) = -6.30 / -7.25
- expectation value of S² = 6.04

=====

Formula: C18H23IN4O2Pd
Source: the OMol25 dataset
Level of theory: ωB97M-V with the def2-TZVPD basis set

XYZ file:
```
49
Properties=species:S:1:pos:R:3:lowdin_charge:R:1
H -1.96120 4.52047 -0.19830 0.12
C -2.83748 4.33399 0.42492 -0.21
H 0.29399 -3.01273 -2.23886 0.12
H -3.19381 4.52303 2.33805 0.10
O -2.45811 4.70872 1.74634 -0.06
H 0.11848 4.49138 0.78087 0.09
H 0.01773 -1.85330 1.20779 0.06
H 4.35592 5.02752 0.78069 0.10
N 0.07399 1.95658 0.21536 0.02
C -1.54337 -3.45410 -1.18802 -0.19
C 3.48996 4.38204 0.71796 -0.09
C -3.25470 2.89244 0.29305 -0.15
C 2.20850 4.90210 0.82091 -0.08
N -2.13790 -3.14672 0.11876 -0.10
H -0.89589 2.75151 1.85007 0.13
H -5.71662 -0.98208 -0.65033 0.08
C -2.35441 1.83824 0.50227 -0.05
H -3.64629 4.97514 0.06158 0.12
H -3.03919 -3.60178 0.19391 0.11
C -4.55039 2.58906 -0.09106 -0.10
H 2.06242 5.96188 0.98501 0.11
H -1.74238 -3.28295 2.17156 0.12
H 4.64026 2.58703 0.48931 0.08
C -4.67502 -1.04791 -0.34793 -0.02
C -0.96791 2.16824 0.92915 -0.08
H -2.35004 -1.39605 0.36241 0.05
H 0.77345 -3.33056 1.88123 0.12
H -4.11023 -1.54266 -1.14310 0.08
C -4.15623 0.34038 -0.09898 -0.26
C 3.64981 3.01984 0.53272 -0.17
H -2.20617 -3.08431 -1.97392 0.11
C 2.54665 2.18870 0.41120 -0.58
I 2.96345 0.10719 0.22902 1.01
C 0.10944 -2.96388 1.09725 -0.24
C 1.11281 4.07045 0.70752 -0.02
C -1.27928 -3.59061 1.23198 -0.19
O -2.00246 -0.49198 0.56597 -0.01
N -4.99066 1.35175 -0.29063 0.11
H -1.17460 -4.68608 1.24100 0.11
N 0.71063 -3.24403 -0.20293 -0.08
C -2.83100 0.53916 0.31575 -0.20
H -4.60606 -1.66615 0.55074 0.08
Pd 0.40333 -0.27542 -0.02719 0.04
C -0.16992 -2.79504 -1.27654 -0.23
H -0.28928 -1.67884 -1.19349 0.06
H -5.27485 3.38227 -0.25025 0.11
H -1.42001 -4.53811 -1.33577 0.12
C 1.24135 2.68890 0.47590 -0.31
H 0.88098 -4.24164 -0.29396 0.11
```

Output
- energy above the lowest of the compared OMol25 structures with the same formula, charge and spin (kJ/mol) = 0.0
- energy (eV) = -40673.335
- spin multiplicity = 1
- orbital gap (eV) = 6.647
- HOMO energy (eV) = -6.32
- lowest unoccupied orbital energy (eV) = 0.33

=====

Formula: C6H12O
Source: the OMol25 dataset
Level of theory: ωB97M-V with the def2-TZVPD basis set

XYZ file:
```
19
Properties=species:S:1:pos:R:3:lowdin_charge:R:1
C 1.71716 0.61934 2.10878 -0.12
H -2.16148 0.90712 -0.50487 0.11
C 0.68065 -0.30848 1.47342 -0.27
O -0.60255 0.85184 -2.58690 -0.02
H 0.17935 1.13122 -0.05684 0.12
H 1.98327 0.30505 3.12427 0.07
C -1.14195 -0.30942 -2.02246 -0.35
H -0.64718 -1.81162 -0.47656 0.14
C 0.42562 0.06327 0.01048 -0.20
H 1.33623 1.64771 2.15945 0.07
H -1.40694 -1.08391 -2.74411 0.14
H 2.63902 0.64060 1.51313 0.07
H -0.26048 -0.25936 2.03833 0.11
H 0.31689 0.66498 -2.81775 0.10
C -0.67339 -0.73665 -0.65793 -0.24
H 1.02490 -1.35199 1.53189 0.11
H 1.36875 -0.06482 -0.54461 0.12
H -2.92658 -0.73983 -0.76278 0.10
C -2.03955 -0.11857 -0.84510 -0.06
```

Output
- energy above the lowest of the compared OMol25 structures with the same formula, charge and spin (kJ/mol) = 115.1
- energy (eV) = -8463.161
- structure (SMILES) = CCC[C@H]1C[C@H]1O
- spin multiplicity = 1
- orbital gap (eV) = 10.680
- HOMO energy (eV) = -9.68
- lowest unoccupied orbital energy (eV) = 1.00

=====

Formula: C2H5N2O2
Source: the OMol25 dataset
Level of theory: ωB97M-V with the def2-TZVPD basis set

XYZ file:
```
11
Properties=species:S:1:pos:R:3:lowdin_charge:R:1
C 0.65606 1.78141 1.16133 -0.67
H 0.81033 -1.78012 0.07025 0.09
O 0.07875 1.61068 0.06742 -0.15
H 1.44634 2.56403 1.24533 0.09
O 0.43414 1.17685 2.23274 -0.14
N 0.04369 -1.14736 -0.09355 0.09
N -0.73359 -2.25225 -1.99652 -0.02
H -0.96817 -0.22750 -1.63096 0.11
H -0.83767 -1.95228 -2.96854 -0.01
C -0.54472 -1.17515 -1.27897 -0.43
H -0.02345 -0.27057 0.44474 0.05
```

Output
- energy above the lowest of the compared OMol25 structures with the same formula, charge and spin (kJ/mol) = 43.0
- charge = -1
- energy (eV) = -9231.715
- spin multiplicity = 1
- orbital gap (eV) = 8.991
- HOMO energy (eV) = -4.67
- lowest unoccupied orbital energy (eV) = 4.32